Entry 1:
Formula: C10H13N3
Source: the Open Molecules 2025 dataset
Level of theory: ωB97M-V/def2-TZVPD

energy above the lowest of the compared OMol25 structures with the same formula, charge and spin = 68.9 kcal/mol
SMILES = c1nncc2c1CC[C@H]1CC[C@H]2N1
HOMO level = -9.181 eV
orbital gap = 9.564 eV
E_LUMO = 0.014 hartree
multiplicity = 1

Atoms and positions in Å:
C -2.622 0.957 -0.219
N -3.606 0.079 -0.333
N -3.312 -1.210 -0.123
C -2.053 -1.524 0.122
C -0.992 -0.676 0.313
C -1.282 0.703 0.104
C -0.370 1.953 0.279
C 1.122 1.902 -0.234
C 1.379 0.399 -0.223
C 2.296 -0.734 -0.780
C 1.285 -1.885 -0.318
C 0.388 -1.234 0.751
N 1.175 -0.106 1.137
H -2.912 2.025 -0.262
H -1.917 -2.611 0.254
H -0.359 2.260 1.351
H -0.861 2.780 -0.258
H 1.805 2.404 0.467
H 1.234 2.366 -1.239
H 0.418 0.119 -0.818
H 3.244 -0.815 -0.200
H 2.444 -0.820 -1.879
H 0.748 -2.192 -1.217
H 1.853 -2.759 0.013
H 0.291 -1.909 1.609
H 0.601 0.530 1.704


Entry 2:
Formula: C5H8N2
Source: the Open Molecules 2025 dataset
Level of theory: ωB97M-V/def2-TZVPD

energy above the lowest of the compared OMol25 structures with the same formula, charge and spin = 82.6 kcal/mol
HOMO level (spin up / spin down) = -7.574 / -6.455 eV
orbital gap (spin up / spin down) = 7.914 / 6.450 eV
E_LUMO (spin up / spin down) = 0.012 / 0.000 hartree
multiplicity = 1

Atoms and positions in Å:
C 0.721 -0.438 -1.867
C 0.488 0.830 -1.066
N 0.138 0.512 0.226
C -1.259 0.148 0.485
C -1.147 -0.502 1.820
N 0.023 -0.285 2.333
C 0.784 0.355 1.372
H 0.679 -0.301 -2.950
H 1.732 -0.814 -1.618
H 0.039 -1.256 -1.600
H -1.645 -0.328 -0.421
H 1.320 1.525 -1.117
H -1.807 1.095 0.590
H -1.915 -1.066 2.343
H 1.848 0.524 1.471